{"formula": "C20H48N3O4", "method": "the ωB97M-V functional and the def2-TZVPD basis", "energy_ev": -34166.373, "multiplicity": 1, "homo_lumo_gap_ev": 7.50, "total_charge": 1, "symbols": ["C", "C", "C", "C", "C", "C", "C", "N", "C", "H", "H", "H", "H", "H", "H", "H", "H", "H", "H", "H", "H", "H", "H", "H", "H", "H", "H", "C", "O", "C", "C", "N", "C", "C", "O", "C", "H", "H", "H", "H", "H", "H", "H", "H", "H", "H", "H", "H", "H", "H", "H", "C", "O", "C", "C", "N", "C", "C", "O", "C", "H", "H", "H", "H", "H", "H", "H", "H", "H", "H", "H", "H", "H", "H", "H"], "positions_angstrom": [[-2.333, -0.480, 3.128], [-2.961, 0.876, 3.828], [-2.781, 2.240, 2.933], [-1.354, 3.046, 3.225], [-0.043, 2.091, 2.990], [1.464, 2.657, 3.297], [2.304, 1.575, 2.363], [1.353, 0.988, 1.300], [0.099, 1.885, 1.370], [-1.334, -0.734, 3.726], [-1.992, -0.197, 2.043], [-3.077, -1.404, 3.150], [-2.500, 1.079, 4.894], [-4.132, 0.682, 3.919], [-3.642, 2.984, 3.291], [-2.966, 2.084, 1.772], [-1.433, 3.530, 4.291], [-1.317, 3.914, 2.412], [-0.055, 1.076, 3.573], [1.707, 3.797, 3.186], [1.661, 2.336, 4.405], [3.270, 1.937, 1.803], [2.444, 0.639, 3.074], [0.957, 0.067, 1.600], [1.784, 0.849, 0.352], [-0.862, 1.412, 0.898], [0.325, 2.839, 0.708], [-2.890, -2.071, -0.070], [-3.804, -2.968, -0.687], [-3.169, -3.860, -1.612], [-3.258, -5.304, -1.099], [-2.400, -5.499, 0.077], [-2.632, -6.775, 0.764], [-4.008, -6.976, 1.429], [-4.245, -6.107, 2.539], [-4.785, -4.840, 2.189], [-3.464, -1.364, 0.535], [-2.205, -2.610, 0.590], [-2.326, -1.510, -0.821], [-2.131, -3.571, -1.823], [-3.728, -3.788, -2.551], [-2.939, -5.990, -1.892], [-4.305, -5.511, -0.862], [-2.571, -4.744, 0.738], [-1.867, -6.849, 1.545], [-2.445, -7.597, 0.063], [-4.020, -7.992, 1.842], [-4.836, -6.935, 0.713], [-5.418, -4.884, 1.299], [-3.980, -4.116, 2.051], [-5.394, -4.488, 3.027], [5.945, 5.284, -3.254], [4.682, 5.135, -3.889], [4.751, 4.351, -5.087], [3.975, 3.039, -4.905], [4.669, 2.142, -3.970], [3.860, 0.989, -3.560], [2.594, 1.278, -2.727], [2.867, 1.804, -1.427], [3.016, 3.216, -1.383], [5.825, 5.975, -2.416], [6.297, 4.326, -2.863], [6.683, 5.702, -3.946], [5.786, 4.166, -5.405], [4.265, 4.937, -5.874], [3.878, 2.538, -5.876], [2.976, 3.289, -4.542], [4.923, 2.668, -3.137], [4.518, 0.348, -2.960], [3.585, 0.410, -4.449], [2.095, 0.316, -2.559], [1.870, 1.901, -3.261], [2.409, 3.726, -2.136], [4.068, 3.484, -1.492], [2.696, 3.560, -0.394]], "forces_ev_per_angstrom": [[0.950, 0.629, 0.692], [-0.851, -0.053, -0.588], [-0.386, 0.713, 0.681], [-0.637, -0.116, -0.702], [0.474, 1.565, -1.274], [-0.351, -1.434, 0.689], [0.762, -0.614, 1.452], [-1.677, -0.071, 0.033], [-1.137, 0.457, -0.392], [-2.188, 0.120, -1.306], [-0.883, -0.824, 1.875], [1.748, 2.095, -0.131], [-1.054, -0.544, -2.122], [2.577, 0.557, 0.062], [1.920, -1.539, -0.860], [0.501, 0.079, 2.430], [0.465, -1.083, -2.059], [0.123, -1.682, 1.896], [-0.490, 1.736, -1.367], [-0.660, -2.339, -0.241], [-0.002, 0.930, -2.087], [-1.918, -0.776, 1.411], [0.543, 2.144, -1.543], [0.949, 0.755, -0.233], [-0.265, 0.672, 0.687], [2.106, 0.431, 0.819], [-0.398, -1.670, 1.899], [-0.572, -0.242, -0.053], [0.707, 0.299, 0.059], [-0.485, -0.580, -0.055], [0.452, 0.555, 0.259], [-0.246, -0.002, -0.215], [-0.046, 0.288, 0.317], [0.417, -0.300, 0.248], [-0.164, -0.015, -0.600], [0.036, -0.174, 0.454], [-0.038, -0.149, -0.126], [0.200, 0.070, 0.009], [0.108, 0.014, -0.011], [-0.125, -0.037, 0.238], [0.062, -0.016, 0.054], [-0.027, 0.058, 0.095], [-0.183, 0.014, -0.209], [-0.004, -0.202, -0.167], [-0.161, -0.092, -0.045], [-0.098, 0.096, -0.004], [0.016, 0.140, 0.002], [0.009, 0.209, -0.005], [0.132, 0.005, -0.020], [-0.049, 0.198, -0.216], [0.042, -0.132, -0.052], [-0.278, 0.141, 0.067], [0.423, -0.274, -0.105], [-0.617, -0.118, -0.028], [0.695, 0.197, 0.191], [-0.474, 0.034, -0.005], [0.293, 0.315, 0.322], [0.145, -0.726, -0.362], [-0.455, -0.048, 0.095], [0.180, 0.070, 0.295], [-0.071, -0.058, -0.151], [0.223, -0.013, -0.050], [0.035, -0.086, 0.078], [-0.157, -0.038, 0.243], [0.047, -0.083, 0.028], [0.010, 0.025, 0.122], [-0.197, 0.169, -0.160], [0.036, -0.100, -0.258], [-0.179, -0.011, -0.034], [-0.074, 0.129, 0.073], [0.065, 0.059, 0.010], [0.140, 0.185, 0.099], [0.134, -0.093, -0.016], [-0.096, 0.212, -0.119], [-0.030, -0.029, -0.014]], "mulliken_charge": [-0.1193, -0.5314, -0.4797, -0.8190, 0.5911, -0.7290, -0.4324, 0.0408, -0.7972, 0.2371, -0.2936, 0.1971, 0.2587, 0.3151, 0.3343, 0.2354, 0.3197, 0.2902, 0.0204, 0.3244, 0.3379, 0.2560, 0.3327, 0.4738, 0.1257, 0.2007, 0.3215, -0.7887, -0.3639, -0.8001, -0.2039, -0.3413, -0.6688, -0.4774, -0.4174, -0.4220, 0.1957, 0.3667, 0.4193, 0.3766, 0.3982, 0.4010, 0.1898, 0.0422, 0.3656, 0.3929, 0.3425, 0.3439, 0.2714, 0.0554, 0.3113, -0.7262, -0.3389, -0.8091, -0.1942, -0.2986, -0.8283, -0.5315, -0.3099, -0.7691, 0.2369, 0.3147, 0.3464, 0.3960, 0.3921, 0.4062, 0.1656, 0.0648, 0.3971, 0.4119, 0.3496, 0.4132, 0.3798, 0.2210, 0.3109]}